(1)
5 unconnected molecules or ions with the total composition C17H19F3N2O9 in a non-equilibrium geometry, computed with wB97M-V/def2-TZVPD.

Each line ends with the Mulliken charge.
Cartesian coordinates (Å):
O 0.3308 4.0924 -1.8191  -0.432
C 0.6735 4.2441 -2.9359  0.589
O 0.8393 5.4513 -3.5115  -0.350
C 0.9332 5.2815 -4.9225  -0.436
C 1.3468 3.8298 -5.0309  0.328
F 2.7155 3.7560 -5.0237  -0.289
O 0.8988 3.2523 -3.8422  -0.237
H -0.0425 5.5132 -5.3559  0.277
H 1.6319 5.9648 -5.3985  0.284
H 0.9719 3.2901 -5.8951  0.262
O 4.6665 -5.7015 -1.1304  -0.479
C 4.3844 -5.0315 -2.0558  0.652
O 3.8464 -5.4876 -3.1893  -0.333
C 3.5369 -4.4280 -4.0758  -0.384
C 4.3872 -3.2836 -3.4865  0.317
F 3.6946 -2.1079 -3.5357  -0.246
O 4.5623 -3.6714 -2.1713  -0.297
H 3.7540 -4.6219 -5.1209  0.277
H 2.4761 -4.2139 -3.9276  0.278
H 5.3226 -3.1135 -4.0222  0.217
O -2.1099 -2.3812 3.5275  -0.510
C -2.7641 -3.0610 4.2416  0.654
O -2.3094 -4.1644 4.8758  -0.341
C -3.2620 -4.6134 5.8479  -0.303
C -4.4818 -3.7415 5.5419  0.331
F -4.8370 -3.0074 6.6369  -0.287
O -4.0637 -2.8632 4.5235  -0.307
H -3.5011 -5.6589 5.6695  0.246
H -2.8164 -4.4268 6.8206  0.260
H -5.3785 -4.2366 5.1770  0.239
C 1.1313 -0.6460 -1.0557  -0.419
C 0.1543 0.3965 -0.9599  -0.395
C -0.5690 0.0574 0.1700  -0.599
N -0.0034 -0.9873 0.8446  0.098
C 1.0457 -1.4144 0.0754  -0.581
H 1.9341 -0.7080 -1.7744  0.435
H -0.0474 1.2974 -1.5104  0.389
H -1.4088 0.5872 0.5984  0.466
H -0.2930 -1.3671 1.7261  0.196
H 1.7100 -2.1934 0.4172  0.424
C -1.5615 3.2297 3.3380  -0.591
C -0.9259 3.4144 2.0885  -0.446
C -1.6444 4.3928 1.4333  -0.463
N -2.6448 4.8184 2.2555  0.014
C -2.5919 4.1505 3.4464  -0.443
H -1.3165 2.5882 4.1701  0.391
H -0.0533 2.9367 1.6790  0.518
H -1.5671 4.8596 0.4650  0.475
H -3.3649 5.4737 2.0204  0.186
H -3.3900 4.2529 4.1614  0.366

Properties
* E_tot: -1745.47208 a.u.
* total charge: 0
* structure (SMILES): O=C1OC[C@@H](F)O1.O=C1OC[C@@H](F)O1.O=C1OC[C@@H](F)O1.c1cc[nH]c1.c1cc[nH]c1
* max |F|: 2.06 eV Å⁻¹
* orbital gap: 8.098 eV



(2)
A molecular structure, C17H19F4N3NaOS in a non-equilibrium geometry, computed with wB97M-V/def2-TZVPD.

Each line ends with the Mulliken charge.
Cartesian coordinates (Å):
Na -0.8733 -0.2291 -0.6390  0.773
C 1.1516 0.9629 2.0457  -1.268
C -0.3420 1.2207 2.1999  -0.802
N -1.1858 0.1176 1.7467  0.912
C -2.5962 0.4981 1.8166  -0.732
C -3.4882 -0.3957 0.9629  -1.006
C -0.9184 -1.1352 2.4569  -1.619
C -0.0635 -2.1152 1.6448  -0.628
N -0.5711 -2.1721 0.2930  -0.569
C 0.1532 -2.7210 -0.6616  0.586
C -0.2742 -2.5465 -2.0163  0.070
F -1.4083 -1.8100 -2.2076  -0.403
C 0.4006 -3.0240 -3.1038  0.135
F -0.0878 -2.7888 -4.3392  -0.343
C 1.5793 -3.7445 -2.9787  -0.672
C 2.0220 -3.9546 -1.6846  0.173
F 3.1557 -4.6681 -1.5059  -0.345
C 1.3600 -3.4893 -0.5747  0.475
F 1.8777 -3.8291 0.6381  -0.367
H 1.7015 1.8779 2.2744  0.423
H 1.3716 0.6599 1.0211  0.229
H 1.5011 0.1796 2.7201  0.356
H -0.6116 2.0985 1.6070  0.373
H -0.5576 1.4611 3.2593  0.368
H -2.6839 1.5216 1.4465  0.417
H -2.9488 0.4951 2.8645  0.363
H -3.2737 -0.2288 -0.0923  0.174
H -4.5377 -0.1571 1.1437  0.448
H -3.3186 -1.4504 1.1756  0.271
H -1.8686 -1.6247 2.6777  0.575
H -0.4238 -0.9381 3.4193  0.304
H -0.1059 -3.0898 2.1548  0.469
H 0.9842 -1.7924 1.6688  0.304
H 2.1207 -4.1168 -3.8341  0.458
O 0.6529 0.8357 -1.2691  -0.610
N 0.8596 2.1183 -1.3658  0.165
C 2.1289 2.5749 -1.3396  -0.168
C 2.4364 3.9064 -1.4512  -0.805
C 1.3902 4.8206 -1.5907  -0.045
C 0.0971 4.3571 -1.5995  -0.895
C -0.2104 2.9848 -1.4741  0.349
S -1.7972 2.3977 -1.4573  -0.409
H 2.8746 1.8014 -1.2320  0.412
H 3.4701 4.2199 -1.4260  0.379
H 1.5969 5.8784 -1.6960  0.347
H -0.7394 5.0325 -1.6982  0.377

Properties
* E_tot: -1858.69759 a.u.
* total charge: -1
* max |F|: 1.70 eV Å⁻¹
* orbital gap: 6.030 eV



(3)
A molecular structure, C17H19I2N4OPdS, computed with wB97M-V/def2-TZVPD.

Each line ends with the Mulliken charge.
Cartesian coordinates (Å):
Pd -0.4411 0.3918 1.1395  0.593
I -2.5562 -4.6919 -4.5881  0.511
C -1.6961 -3.1721 -3.5932  -0.022
C -1.2147 -2.0574 -4.3030  -0.450
C -0.5853 -1.0526 -3.6271  -0.415
I 0.1345 0.5923 -4.5658  0.397
C -0.3716 -1.1619 -2.1326  0.659
O 0.2989 -0.3616 -1.5313  -0.402
C -0.9836 -2.3181 -1.4246  0.649
C -0.7518 -2.4914 0.0507  -1.249
N -1.3342 -1.4505 0.9564  -0.357
C -2.7916 -1.1600 0.7097  -0.688
C -2.9224 0.0045 -0.2253  0.785
C -3.9539 0.1922 -1.1206  -0.853
C -3.9996 1.3728 -1.8562  -0.294
C -3.0064 2.3229 -1.6911  -0.709
C -1.9847 2.0669 -0.7920  -0.153
N -1.9597 0.9433 -0.0718  -0.153
C -1.5938 -3.2730 -2.1430  -0.428
H -1.3377 -2.0095 -5.3769  0.433
H 0.3195 -2.5314 0.2504  0.361
H -1.1872 -3.4476 0.3484  0.580
H -1.2530 -1.8489 1.8907  0.325
H -3.2327 -0.8941 1.6722  0.439
H -3.3009 -2.0526 0.3439  0.410
H -4.7292 -0.5560 -1.2220  0.504
H -4.8128 1.5494 -2.5482  0.485
H -3.0178 3.2548 -2.2383  0.474
H -1.1807 2.7743 -0.6275  0.403
H -2.0016 -4.1570 -1.6679  0.462
S 0.9506 0.1778 2.9463  -0.424
C 2.4828 0.9773 2.6362  0.521
N 3.5758 0.2818 2.4063  -0.123
C 4.9162 0.8902 2.2976  -0.562
C 4.9321 2.1940 3.0745  -0.582
C 3.7809 3.0717 2.6204  -0.583
N 2.5218 2.3003 2.6713  -0.100
H 3.5017 -0.7219 2.4736  0.258
H 5.1450 1.0493 1.2430  0.296
H 5.6321 0.1767 2.6982  0.382
H 5.8743 2.7116 2.9060  0.353
H 4.8520 1.9909 4.1435  0.317
H 3.9317 3.4204 1.5980  0.302
H 3.6609 3.9413 3.2620  0.381
H 1.6895 2.7609 3.0076  0.266

Properties
* E_tot: -2073.92243 a.u.
* total charge: +3
* max |F|: 0.77 eV Å⁻¹
* orbital gap: 5.586 eV



(4)
A molecular structure, C17H19MnN5O4S2, computed with wB97M-V/def2-TZVPD.

Each line ends with the Löwdin spin population.
Cartesian coordinates (Å):
Mn -0.6507 -1.0181 1.3513  4.633
C -2.7043 2.8822 2.5493  0.002
C -2.2036 1.6163 1.9224  0.016
N -1.7646 0.6023 2.5676  0.026
N -1.7013 0.6251 3.9141  0.001
C -1.2347 -0.4519 4.6223  0.007
N -1.2564 -0.2392 5.9616  0.004
S -0.6590 -1.8404 3.9523  0.031
C -2.2202 1.4840 0.4362  0.007
C -2.7150 2.4773 -0.3928  0.002
C -2.7524 2.2448 -1.7638  0.004
C -2.3178 1.0329 -2.2576  0.002
C -1.8183 0.0981 -1.3596  0.009
N -1.7526 0.3351 -0.0587  0.035
H -3.0226 2.7509 3.5810  0.000
H -3.5689 3.2600 2.0089  0.000
H -1.9256 3.6478 2.5237  0.001
H -1.8900 1.4855 4.4039  0.001
H -1.8833 0.4345 6.3698  0.000
H -0.9946 -1.0225 6.5354  0.001
H -3.0655 3.4199 -0.0009  0.000
H -3.1316 3.0085 -2.4298  0.000
H -2.3505 0.8049 -3.3132  0.000
H -1.4539 -0.8710 -1.6803  0.001
C 3.1493 0.1003 -5.0171  0.000
C 2.9167 -0.0956 -3.5446  0.000
C 3.7202 -0.9556 -2.8021  0.000
C 3.4908 -1.1607 -1.4503  0.000
C 2.4419 -0.5054 -0.8241  0.001
C 1.6391 0.3657 -1.5444  0.001
C 1.8803 0.5696 -2.8935  0.000
S 2.1043 -0.8515 0.8903  0.012
O 3.3896 -0.9255 1.5318  0.010
O 1.2282 0.2569 1.3723  0.049
N 1.1795 -2.0935 0.9773  0.049
C 1.0382 -3.1439 -0.0019  0.005
C -0.4524 -3.5334 -0.1381  0.009
O -0.7275 -4.5514 -0.7502  0.008
O -1.3028 -2.7002 0.3756  0.069
H 4.1642 -0.1792 -5.2968  0.000
H 2.9872 1.1385 -5.3080  0.000
H 2.4631 -0.5172 -5.6007  0.000
H 4.5402 -1.4709 -3.2877  0.000
H 4.1259 -1.8198 -0.8730  0.000
H 0.8506 0.9019 -1.0325  0.000
H 1.2603 1.2643 -3.4500  0.000
H 1.6099 -4.0447 0.2293  0.001
H 1.3411 -2.8156 -1.0046  0.000

Properties
* multiplicity: 6
* E_tot: -3181.39486 a.u.
* total charge: 0
* max |F|: 0.88 eV Å⁻¹
* orbital gap (alpha / beta): 6.295 / 6.833 eV



(5)
C17H19N3O2 in the gas phase, computed with wB97M-V/def2-TZVPD.

Each line ends with the Mulliken charge.
Cartesian coordinates (Å):
C 5.2192 3.1205 0.3060  -0.659
O 4.1294 2.3187 -0.1177  -0.294
C 2.9203 2.9142 -0.0814  0.567
O 2.7640 4.0545 0.2892  -0.630
C 1.8406 2.0281 -0.5340  0.182
C 0.5165 2.4876 -0.5197  -0.865
C -0.4982 1.6646 -0.9336  -0.592
C -0.1812 0.3541 -1.3500  1.241
N -1.1148 -0.5378 -1.7607  0.122
C -2.5302 -0.4018 -1.5011  -0.779
C -3.0626 -1.7157 -0.8761  -0.997
N -2.0007 -2.3712 -0.1425  -0.039
C -1.5544 -1.7236 1.0198  0.866
C -2.4950 -1.3820 1.9962  -0.443
C -2.1122 -0.7683 3.1714  -0.596
C -0.7792 -0.4813 3.4130  -0.537
C 0.1630 -0.8290 2.4625  -0.780
C -0.2129 -1.4439 1.2825  -0.261
C -1.0378 -2.8983 -1.0878  -0.871
C -0.7224 -1.8602 -2.1951  -0.666
N 1.0929 -0.0666 -1.3968  -0.407
C 2.0561 0.7367 -1.0065  -0.610
H 6.0976 2.4806 0.2770  0.227
H 5.0471 3.4927 1.3184  0.291
H 5.3455 3.9750 -0.3627  0.290
H 0.3198 3.4955 -0.1858  0.476
H -1.5117 2.0301 -0.9510  0.414
H -2.6918 0.4105 -0.7933  0.460
H -3.0686 -0.1734 -2.4306  0.386
H -3.4036 -2.4059 -1.6520  0.366
H -3.9080 -1.4951 -0.2267  0.322
H -3.5379 -1.6142 1.8405  0.366
H -2.8623 -0.5161 3.9071  0.378
H -0.4807 0.0039 4.3297  0.399
H 1.2078 -0.6105 2.6300  0.388
H 0.5545 -1.6715 0.5602  0.253
H -1.4818 -3.7928 -1.5405  0.387
H -0.1391 -3.2077 -0.5595  0.450
H 0.3411 -1.8372 -2.4236  0.343
H -1.2850 -2.0934 -3.1054  0.378
H 3.0564 0.3302 -1.0693  0.473

Properties
* E_tot: -973.96294 a.u.
* total charge: 0
* structure (SMILES): COC(=O)c1ccc(N2CCN(c3ccccc3)CC2)nc1
* max |F|: 0.57 eV Å⁻¹
* orbital gap: 8.522 eV



(6)
C17H19NO in the gas phase, computed with wB97M-V/def2-TZVPD.

Each line ends with the Mulliken charge.
Cartesian coordinates (Å):
C -5.1980 -1.3304 1.4932  -0.811
O -4.9315 -1.1920 0.1200  -0.440
C -3.8576 -0.4447 -0.2652  0.735
C -3.6462 -0.3500 -1.6415  -0.611
C -2.5866 0.3855 -2.1279  -0.554
C -1.7254 1.0383 -1.2609  -0.487
C -1.9230 0.9449 0.1065  -0.140
C -1.0076 1.6612 1.0751  -1.019
N 0.3037 1.9112 0.5288  -0.148
C 1.2641 0.9241 0.4336  1.236
C 0.9369 -0.4317 0.4672  -0.131
C 1.9156 -1.4024 0.3197  -1.486
C 3.2280 -1.0240 0.1311  0.440
C 3.5624 0.3276 0.0939  0.301
C 2.6010 1.2989 0.2472  -0.900
C 5.0409 0.4957 -0.1028  -0.992
C 5.4876 -0.8872 -0.6030  -0.634
C 4.4525 -1.8752 -0.0414  -0.841
C -2.9895 0.2037 0.6030  -0.013
H -6.0862 -1.9570 1.5594  0.236
H -4.3711 -1.8211 2.0171  0.335
H -5.4031 -0.3630 1.9637  0.324
H -4.3261 -0.8646 -2.3015  0.431
H -2.4278 0.4518 -3.1938  0.379
H -0.8920 1.6082 -1.6399  0.421
H -1.4587 2.6290 1.3191  0.440
H -0.9457 1.0806 2.0091  0.352
H 0.6712 2.8377 0.6749  0.227
H -0.0907 -0.7331 0.5923  0.373
H 1.6416 -2.4474 0.3476  0.409
H 2.8644 2.3480 0.2195  0.347
H 5.5141 0.7351 0.8543  0.259
H 5.2854 1.2929 -0.8053  0.347
H 5.4485 -0.9053 -1.6934  0.288
H 6.5040 -1.1309 -0.2960  0.322
H 4.7741 -2.2664 0.9289  0.256
H 4.2857 -2.7243 -0.7049  0.348
H -3.1255 0.1425 1.6725  0.399

Properties
* E_tot: -789.19248 a.u.
* total charge: 0
* structure (SMILES): COc1cccc(CNc2ccc3c(c2)CCC3)c1
* max |F|: 0.62 eV Å⁻¹
* orbital gap: 8.333 eV



What did the fifth record say?
C17H19N3O2 in the gas phase, computed with wB97M-V/def2-TZVPD.

Each line ends with the Mulliken charge.
Cartesian coordinates (Å):
C 5.2192 3.1205 0.3060  -0.659
O 4.1294 2.3187 -0.1177  -0.294
C 2.9203 2.9142 -0.0814  0.567
O 2.7640 4.0545 0.2892  -0.630
C 1.8406 2.0281 -0.5340  0.182
C 0.5165 2.4876 -0.5197  -0.865
C -0.4982 1.6646 -0.9336  -0.592
C -0.1812 0.3541 -1.3500  1.241
N -1.1148 -0.5378 -1.7607  0.122
C -2.5302 -0.4018 -1.5011  -0.779
C -3.0626 -1.7157 -0.8761  -0.997
N -2.0007 -2.3712 -0.1425  -0.039
C -1.5544 -1.7236 1.0198  0.866
C -2.4950 -1.3820 1.9962  -0.443
C -2.1122 -0.7683 3.1714  -0.596
C -0.7792 -0.4813 3.4130  -0.537
C 0.1630 -0.8290 2.4625  -0.780
C -0.2129 -1.4439 1.2825  -0.261
C -1.0378 -2.8983 -1.0878  -0.871
C -0.7224 -1.8602 -2.1951  -0.666
N 1.0929 -0.0666 -1.3968  -0.407
C 2.0561 0.7367 -1.0065  -0.610
H 6.0976 2.4806 0.2770  0.227
H 5.0471 3.4927 1.3184  0.291
H 5.3455 3.9750 -0.3627  0.290
H 0.3198 3.4955 -0.1858  0.476
H -1.5117 2.0301 -0.9510  0.414
H -2.6918 0.4105 -0.7933  0.460
H -3.0686 -0.1734 -2.4306  0.386
H -3.4036 -2.4059 -1.6520  0.366
H -3.9080 -1.4951 -0.2267  0.322
H -3.5379 -1.6142 1.8405  0.366
H -2.8623 -0.5161 3.9071  0.378
H -0.4807 0.0039 4.3297  0.399
H 1.2078 -0.6105 2.6300  0.388
H 0.5545 -1.6715 0.5602  0.253
H -1.4818 -3.7928 -1.5405  0.387
H -0.1391 -3.2077 -0.5595  0.450
H 0.3411 -1.8372 -2.4236  0.343
H -1.2850 -2.0934 -3.1054  0.378
H 3.0564 0.3302 -1.0693  0.473

Properties
* E_tot: -973.96294 a.u.
* total charge: 0
* structure (SMILES): COC(=O)c1ccc(N2CCN(c3ccccc3)CC2)nc1
* max |F|: 0.57 eV Å⁻¹
* orbital gap: 8.522 eV



- Among the records above, which one has the lowest max |F|?
  C17H19N3O2



- What is the max |F| in the first record?
  2.06 eV Å⁻¹